(1)
# C31H32MoN7S

A structure of composition C31H32MoN7S (the ωB97M-V functional and the def2-TZVPD basis, the Open Molecules 2025 dataset).

For the energy relative to the best compared isomer or geometry (same formula, charge and spin), the calculation gives 6.9 kcal per mole. The HOMO energy (spin up / spin down) comes out at -15.79 / -15.78 eV. The calculation puts the electronic energy at -2049.2691 Eh. The charge is +3. Its gap between HOMO and LUMO (spin up / spin down) is 5.35 / 6.02 eV. The spin multiplicity is 3.

Positions of all 72 atoms, in Å:
Mo: 0.05320 0.46991 -0.48474
N: 2.61701 2.27456 2.36967
C: 3.75784 1.72322 1.51863
C: 3.83314 0.19368 1.59867
C: 3.06228 -0.58995 0.53636
N: 1.58368 -0.61756 0.82414
C: 3.38194 -0.05688 -0.86464
C: 3.15183 1.44148 -1.05138
N: 1.69881 1.72625 -1.32598
C: 3.74051 2.29342 0.08895
H: 2.67319 1.91240 3.32542
H: 1.66306 2.08996 2.00224
H: 2.69335 3.29244 2.44315
H: 4.64213 2.11692 2.01797
H: 3.56613 -0.15337 2.60197
H: 4.88633 -0.06755 1.48207
H: 3.42430 -1.61754 0.58622
H: 1.42079 -0.34009 1.79072
H: 1.25516 -1.57957 0.81043
H: 2.83687 -0.61809 -1.62822
H: 4.43925 -0.25817 -1.05062
H: 3.68258 1.74801 -1.95329
H: 1.54033 1.54386 -2.32264
H: 1.52207 2.72846 -1.24731
H: 3.30219 3.29686 0.07977
H: 4.78671 2.45173 -0.17534
S: -1.41120 2.52217 3.36332
C: -0.51347 3.69704 2.50829
C: 0.00967 3.20626 1.34117
C: -0.35636 1.83821 1.09017
C: -1.13183 1.36904 2.12964
C: -1.74070 0.04635 2.01534
C: -2.59214 -0.51626 2.95161
C: -3.15409 -1.75766 2.69973
C: -2.84238 -2.39742 1.50685
C: -1.97545 -1.78768 0.62390
N: -1.41717 -0.58667 0.85562
H: -0.40654 4.69145 2.91718
H: 0.58474 3.83309 0.66614
H: -2.81805 0.02210 3.86246
H: -3.82399 -2.21634 3.41455
H: -3.26564 -3.35918 1.25532
H: -1.72440 -2.27859 -0.30692
N: -6.29916 -1.81094 -8.46162
C: -5.60035 -1.54826 -7.58987
C: -4.72564 -1.21516 -6.50093
C: -3.88915 -0.10467 -6.60480
C: -3.05067 0.22033 -5.55535
C: -3.02744 -0.57162 -4.40202
C: -3.85312 -1.69480 -4.31567
C: -4.71194 -2.00570 -5.35404
C: -2.11199 -0.21397 -3.30048
C: -2.14764 1.05154 -2.76824
C: -3.04720 2.09439 -3.12679
C: -2.73674 3.19055 -2.36197
C: -1.67416 2.80073 -1.53971
N: -1.29398 1.52706 -1.75161
C: -1.20524 -1.21470 -2.83945
C: -0.94902 -2.44365 -3.41305
C: 0.05166 -3.08338 -2.64972
C: 0.36708 -2.23116 -1.63443
N: -0.34629 -1.02869 -1.74549
H: -3.89988 0.49396 -7.50495
H: -2.38934 1.07261 -5.63834
H: -3.85090 -2.30556 -3.42216
H: -5.37348 -2.85797 -5.28347
H: -3.83929 2.01182 -3.85228
H: -3.21559 4.15561 -2.36528
H: -1.20278 3.40692 -0.78388
H: -1.41249 -2.82206 -4.31041
H: 0.48451 -4.05402 -2.82836
H: 1.08824 -2.40317 -0.85918

=====

(2)
# C31H32N6O10RhS

A structure of composition C31H32N6O10RhS (the ωB97M-V functional and the def2-TZVPD basis, the Open Molecules 2025 dataset).

For the energy relative to the best compared isomer or geometry (same formula, charge and spin), the calculation gives 2.1 kcal per mole. The HOMO energy (spin up / spin down) comes out at -3.40 / -6.18 eV. The calculation puts the electronic energy at -2790.0897 Eh. The charge is -1. Its gap between HOMO and LUMO (spin up / spin down) is 5.36 / 7.55 eV. The spin multiplicity is 5.

Positions of all 81 atoms, in Å:
Rh: -1.36877 0.60921 0.53378
O: -3.05855 3.34354 3.07868
C: -2.15096 2.79269 2.48845
O: -2.25909 1.57067 2.02674
C: -0.84282 3.51243 2.27145
C: -0.87693 4.85533 1.89901
C: 0.33724 5.48536 1.66296
C: 1.56235 4.86127 1.77091
C: 1.57391 3.51322 2.15429
C: 0.36217 2.85880 2.43027
N: 2.76049 2.79700 2.16602
O: 2.72803 1.54994 2.44957
O: 3.84201 3.37948 1.79059
N: 0.31824 6.89132 1.21793
O: 1.37359 7.40997 0.90367
O: -0.75498 7.46312 1.17713
H: -1.81289 5.38221 1.80153
H: 2.48572 5.36904 1.54723
H: 0.39717 1.82200 2.71943
C: 1.83608 -5.71463 -1.20036
C: 2.27428 -4.27699 -1.29042
C: 1.44932 -3.30639 -1.84967
C: 1.85771 -1.98756 -1.94567
C: 3.11673 -1.60079 -1.48670
N: 3.44708 -0.23619 -1.57995
C: 4.21901 0.45353 -0.64963
O: 5.13498 -0.05505 -0.03882
N: 3.88110 1.78602 -0.51870
C: 2.56199 2.25284 -0.74036
C: 2.31748 3.49491 -1.30345
C: 1.00456 3.92724 -1.43322
C: -0.02364 3.11257 -0.99820
N: 0.21623 1.92381 -0.43883
C: 1.46975 1.50875 -0.31229
C: 3.96079 -2.56082 -0.93392
C: 3.52584 -3.87504 -0.83707
H: 0.75118 -5.79120 -1.11860
H: 2.27619 -6.20745 -0.33273
H: 2.13899 -6.27784 -2.08679
H: 0.45805 -3.57586 -2.19758
H: 1.17400 -1.24249 -2.33801
H: 2.74120 0.31060 -2.04571
H: 4.30923 2.24311 0.29700
H: 3.14947 4.11378 -1.61281
H: 0.77870 4.89662 -1.85589
H: -1.06239 3.40626 -1.07710
H: 1.62597 0.56393 0.18923
H: 4.92864 -2.26466 -0.56363
H: 4.18726 -4.60926 -0.38954
C: 0.50397 -0.74328 3.86080
C: 0.37726 -1.28266 2.42900
C: -0.59980 -2.46500 2.35835
C: 1.75874 -1.67735 1.88559
N: -0.14361 -0.24355 1.60749
H: 0.83529 -1.55007 4.51755
H: -0.45747 -0.37032 4.21754
H: 1.24047 0.06062 3.88726
H: -0.21364 -3.28889 2.96100
H: -0.70727 -2.80615 1.32729
H: -1.57865 -2.17594 2.74471
H: 2.16924 -2.47465 2.50877
H: 2.43852 -0.82419 1.92653
H: 1.68446 -2.04562 0.86018
C: -6.78321 -3.80336 -2.50423
C: -5.63676 -2.83738 -2.37911
C: -4.96288 -2.67708 -1.17094
C: -3.91258 -1.78261 -1.05489
C: -3.52950 -1.03699 -2.16015
C: -4.18296 -1.18127 -3.37336
C: -5.23197 -2.08068 -3.47481
S: -2.20716 0.12149 -2.01204
O: -2.68687 1.19275 -1.08797
O: -1.85704 0.55069 -3.33006
O: -1.12831 -0.58225 -1.25485
H: -6.93344 -4.36021 -1.58043
H: -6.60518 -4.51945 -3.30802
H: -7.71070 -3.27628 -2.73508
H: -5.26498 -3.26041 -0.30961
H: -3.39152 -1.66696 -0.11232
H: -3.85968 -0.59387 -4.22164
H: -5.74450 -2.19744 -4.42273

=====

(3)
# C31H33AlN8O3S2

A structure of composition C31H33AlN8O3S2 (the ωB97M-V functional and the def2-TZVPD basis, the Open Molecules 2025 dataset).

For the energy relative to the best compared isomer or geometry (same formula, charge and spin), the calculation gives 17.2 kcal per mole. The HOMO energy comes out at -13.04 eV. The calculation puts the electronic energy at -2903.3245 Eh. The charge is +2. Its gap between HOMO and LUMO is 7.36 eV.

Positions of all 78 atoms, in Å:
Al: 0.51548 -0.13869 -0.33013
C: 4.56548 -1.04939 -1.38583
C: 3.10878 -0.75629 -1.33623
N: 2.44338 -0.50129 -0.26213
N: 2.94228 -0.54769 0.96777
C: 1.98278 -0.32909 1.84017
O: 0.77358 -0.03879 1.45377
C: 2.27118 -0.46619 3.25687
C: 1.21488 -0.46959 4.17237
C: 1.47018 -0.57519 5.52277
C: 2.77808 -0.66339 5.97647
C: 3.82978 -0.68009 5.07417
C: 3.58458 -0.59329 3.71967
C: 2.26138 -0.73459 -2.51653
C: 2.74808 -0.88909 -3.81653
C: 1.86628 -0.84339 -4.88073
C: 0.51468 -0.64149 -4.62533
C: 0.11008 -0.51209 -3.31063
N: 0.94758 -0.56159 -2.28523
H: 4.93598 -1.16139 -0.36973
H: 5.10508 -0.22889 -1.86193
H: 4.76998 -1.96019 -1.94483
H: 0.19988 -0.39839 3.80697
H: 0.65418 -0.58689 6.22737
H: 2.97388 -0.72619 7.03397
H: 4.84188 -0.76209 5.43357
H: 4.38698 -0.61789 3.00297
H: 3.80528 -1.03049 -3.98033
H: 2.21918 -0.96359 -5.89443
H: -0.20232 -0.58129 -5.42873
H: -0.92982 -0.35979 -3.05543
O: -1.29422 -0.15639 -0.22823
S: -2.32082 -0.53369 0.85517
C: -3.52672 0.87741 0.81417
C: -3.36292 1.72911 -0.43383
C: -2.14172 2.66171 -0.36383
C: -1.48282 2.86601 -1.72263
S: 0.35788 2.88821 -1.60923
O: 0.63808 1.59441 -0.83163
C: 0.51388 4.21731 -0.40723
C: 0.75138 3.95151 0.92827
C: 0.80268 5.01031 1.82047
C: 0.63168 6.30831 1.36627
C: 0.44508 6.56581 0.01617
C: 0.39098 5.51591 -0.88313
C: -3.33022 -1.76369 0.00377
C: -3.07102 -2.05939 -1.32143
C: -3.82592 -3.02049 -1.97083
C: -4.81732 -3.69689 -1.27933
C: -5.07092 -3.40149 0.05227
C: -4.32632 -2.43089 0.70407
H: -3.35822 1.45781 1.72117
H: -4.51772 0.42901 0.86207
H: -4.27172 2.31441 -0.57913
H: -3.27262 1.06661 -1.29663
H: -1.40832 2.22471 0.31877
H: -2.43412 3.62331 0.05657
H: -1.77672 3.79451 -2.20743
H: -1.69062 2.03251 -2.39483
H: 0.90398 2.93531 1.26297
H: 0.98128 4.82071 2.86777
H: 0.65578 7.12731 2.06637
H: 0.34618 7.58071 -0.33453
H: 0.26058 5.70211 -1.93823
H: -2.27502 -1.54549 -1.83623
H: -3.63882 -3.23219 -3.01233
H: -5.38932 -4.46039 -1.78203
H: -5.85112 -3.92679 0.58127
H: -4.52132 -2.19879 1.73997
N: 0.29518 -5.47659 -1.14633
N: 0.30208 -4.30429 -0.50633
N: -0.01542 -4.20219 0.75617
C: 0.03588 -2.89979 0.96037
N: 0.36158 -2.25549 -0.15863
N: 0.53498 -3.16619 -1.08653
H: 0.40168 -6.27379 -0.53063
H: 0.83758 -5.49209 -2.00013
H: -0.14542 -2.42959 1.90327

=====

> What is the formula in the second record?

C31H32N6O10RhS

=====

> Which of these has the lowest energy relative to the best compared isomer or geometry (same formula, charge and spin)?

C31H32N6O10RhS

=====

> Look up the charge of the first one.

+3

=====

> The highest charge belongs to which entry?

C31H32MoN7S